{"formula": "C10H26NSi", "method": "the ωB97M-V functional and the def2-TZVPD basis", "symbols": ["C", "C", "C", "C", "C", "C", "C", "C", "C", "C", "N", "Si", "H", "H", "H", "H", "H", "H", "H", "H", "H", "H", "H", "H", "H", "H", "H", "H", "H", "H", "H", "H", "H", "H", "H", "H", "H", "H"], "coordinates": [[0.972, 2.269, 0.528], [-0.902, 1.848, -1.161], [1.406, 1.217, -1.692], [-1.978, 0.338, 1.390], [-0.999, -2.027, 1.386], [0.165, -0.119, 2.586], [1.738, -2.014, -0.503], [0.293, 1.261, -0.543], [-0.706, -0.506, 1.345], [0.136, -0.176, 0.054], [1.488, -0.737, 0.142], [-1.381, -1.135, -2.486], [0.841, 3.302, 0.179], [0.487, 1.959, 1.489], [2.108, 2.159, 0.481], [-1.224, 2.619, -0.506], [-0.389, 2.387, -2.044], [-1.639, 1.114, -1.363], [2.343, 1.298, -1.341], [1.387, 2.058, -2.381], [1.167, 0.432, -2.402], [-2.557, 0.234, 0.496], [-2.710, 0.021, 2.203], [-1.792, 1.468, 1.317], [-1.539, -2.367, 2.276], [-1.727, -2.304, 0.553], [-0.100, -2.623, 1.261], [1.011, 0.565, 2.394], [-0.454, 0.314, 3.264], [0.619, -1.021, 3.127], [1.942, -1.890, -1.517], [2.559, -2.785, -0.206], [0.706, -2.522, -0.471], [1.696, -0.713, 1.131], [2.110, -0.033, -0.355], [-2.730, -1.351, -1.958], [-1.380, -0.040, -3.491], [-0.471, -2.155, -2.634]], "atomic_forces_ev_per_a": [[0.049, -1.510, -0.550], [1.155, 2.037, -1.346], [-4.142, -0.266, -1.255], [-0.851, 1.070, -0.004], [-1.656, -0.041, -1.268], [2.578, -2.612, -0.977], [-1.733, -4.191, 0.469], [3.579, -0.608, 0.144], [0.888, 0.049, -0.572], [-0.089, 1.973, 1.365], [1.865, 1.430, -0.331], [-1.827, 2.070, -0.539], [-0.514, -0.304, 0.414], [0.857, 1.528, -0.727], [-1.443, -0.223, 0.749], [-1.087, 0.645, 0.403], [-2.305, -0.753, 0.871], [-0.837, -0.070, -0.636], [3.762, -0.512, 1.180], [-0.443, 0.568, 0.418], [0.547, -0.695, 0.059], [-0.382, -0.631, -0.768], [1.328, 0.690, -0.642], [-0.052, -1.570, 1.012], [0.385, 0.396, 0.190], [1.040, 0.363, 0.733], [-0.017, -0.073, 0.273], [-0.490, -0.295, 0.164], [-1.675, 1.446, 2.119], [-0.622, 0.957, -0.858], [0.179, 0.759, -1.775], [-1.355, 2.005, 0.619], [1.950, 0.255, -0.170], [0.614, -0.357, 0.507], [-0.614, -0.929, 1.085], [-0.051, -0.351, 0.040], [0.127, -0.422, -0.037], [1.282, -1.827, -0.360]], "mulliken_charge": [-1.611, -1.424, -2.374, -1.707, -1.774, -2.127, -0.714, 1.931, 2.731, -1.823, 0.303, 0.682, 0.491, 0.478, 0.230, 0.489, 0.182, 0.258, 0.736, 0.522, 0.377, 0.387, 0.455, 0.266, 0.464, 0.266, 0.465, 0.661, 0.527, 0.331, 0.306, 0.276, 0.218, 0.531, 0.300, -0.079, -0.064, -0.166], "s2": 2.005, "total_energy_ev": -20145.931, "total_charge": 1, "homo_lumo_gap_ev": [7.3, 9.1], "max_force_ev_per_a": 4.6, "spin_multiplicity": 3}

{"formula": "C3H2ClNO2S", "method": "the ωB97M-V functional and the def2-TZVPD basis", "symbols": ["C", "C", "C", "N", "O", "O", "S", "Cl", "H", "H"], "coordinates": [[-0.115, -0.927, 0.632], [0.418, 0.486, 1.058], [-1.256, -0.233, 0.008], [-0.673, 0.993, 0.431], [0.223, -2.065, 0.644], [2.722, 0.612, -1.508], [2.985, 0.135, -0.103], [-1.055, -0.425, -1.784], [-2.286, -0.540, 0.161], [-0.964, 1.966, 0.461]], "atomic_forces_ev_per_a": [[1.089, -0.119, 0.424], [0.011, 0.587, 0.328], [-2.020, -0.314, -2.879], [1.349, -0.484, 1.775], [0.099, 0.209, 0.386], [0.267, -0.423, 1.237], [-0.315, 0.493, -1.291], [-0.245, 0.003, -0.164], [-0.127, 0.464, 0.591], [-0.108, -0.415, -0.408]], "mulliken_charge": [0.458, -0.498, 0.177, 0.039, -0.472, -0.311, 0.300, -0.187, 0.306, 0.187], "total_energy_ev": -32080.524, "total_charge": 0, "homo_lumo_gap_ev": [7.4, 7.2], "max_force_ev_per_a": 3.5}

{"formula": "C11H15ClN4O3", "method": "the ωB97M-V functional and the def2-TZVPD basis", "symbols": ["C", "C", "C", "N", "N", "C", "C", "N", "C", "C", "O", "C", "C", "C", "Cl", "C", "O", "N", "O", "H", "H", "H", "H", "H", "H", "H", "H", "H", "H", "H", "H", "H", "H", "H"], "coordinates": [[-3.405, -1.074, 1.140], [-4.006, -0.114, 0.163], [-3.307, 0.068, -1.161], [-1.870, 0.134, -1.001], [-1.208, -0.987, -1.182], [0.068, -1.016, -1.020], [0.870, 0.119, -0.638], [2.214, -0.054, -0.541], [2.779, -1.347, -0.198], [4.033, -1.135, 0.677], [3.863, -0.033, 1.527], [3.816, 1.190, 0.814], [3.203, 0.996, -0.582], [0.145, 1.279, -0.441], [0.791, 2.793, 0.102], [-1.290, 1.343, -0.615], [-1.979, 2.330, -0.445], [-5.061, 0.562, 0.329], [-5.741, 0.379, 1.531], [-2.684, -0.548, 1.766], [-4.183, -1.472, 1.787], [-2.893, -1.881, 0.620], [-3.518, -0.790, -1.805], [-3.656, 0.992, -1.625], [0.526, -1.969, -1.225], [3.050, -1.915, -1.099], [2.044, -1.916, 0.375], [4.185, -2.001, 1.325], [4.928, -1.008, 0.051], [3.201, 1.863, 1.415], [4.828, 1.612, 0.721], [3.978, 0.687, -1.294], [2.764, 1.922, -0.938], [-6.486, 0.992, 1.468]], "atomic_forces_ev_per_a": [[-0.305, 0.065, 0.178], [-0.030, -0.251, 0.454], [-0.557, 0.244, -0.137], [0.156, 0.298, 0.055], [0.074, -0.634, -0.165], [-0.015, 0.001, 0.005], [-0.410, 0.597, 0.035], [-0.121, 0.012, 0.111], [0.144, -0.239, 0.106], [0.023, -0.115, -0.125], [-0.132, -0.058, 0.158], [0.022, 0.247, -0.151], [0.287, 0.195, 0.125], [0.299, 0.039, 0.016], [-0.016, -0.128, 0.054], [-0.007, -0.101, -0.093], [-0.095, 0.045, 0.035], [-0.498, 0.688, -0.541], [0.388, -0.343, 0.093], [0.098, -0.025, 0.053], [0.056, -0.055, 0.043], [0.026, -0.034, 0.011], [0.114, 0.106, 0.043], [0.029, -0.169, 0.028], [0.099, -0.084, -0.012], [-0.021, -0.067, 0.098], [0.060, 0.013, -0.060], [0.023, 0.006, -0.163], [-0.060, -0.051, 0.053], [0.068, -0.015, -0.102], [-0.095, -0.020, -0.006], [-0.076, 0.086, 0.023], [0.175, -0.118, -0.052], [0.296, -0.137, -0.170]], "mulliken_charge": [-1.254, 0.821, -0.903, 0.744, -1.003, -0.720, 0.838, 0.152, -0.900, -0.551, -0.420, -0.215, -1.159, 0.510, -0.166, 0.037, -0.702, -0.482, -0.389, 0.275, 0.462, 0.341, 0.356, 0.381, 0.533, 0.314, 0.597, 0.353, 0.320, 0.310, 0.297, 0.313, 0.543, 0.367], "total_energy_ev": -36272.966, "total_charge": 0, "smiles": "C/C(Cn1ncc(N2CCOCC2)c(Cl)c1=O)=N\\O", "homo_lumo_gap_ev": 8.8, "max_force_ev_per_a": 1.0}